{
  "formula": "C16H15ClReSe",
  "method": "ωB97M-V/def2-TZVPD",
  "symbols": ["C", "C", "C", "H", "C", "C", "H", "H", "H", "H", "Re", "Cl", "C", "C", "C", "H", "C", "C", "H", "H", "H", "H", "Se", "C", "C", "C", "C", "C", "C", "H", "H", "H", "H", "H"],
  "xyz": [[2.00, -0.83, 2.97], [2.87, 0.07, 2.24], [3.22, -0.55, 0.99], [3.24, 1.03, 2.59], [2.60, -1.82, 0.95], [1.87, -2.04, 2.15], [1.16, -2.85, 2.40], [1.38, -0.60, 3.87], [3.93, -0.17, 0.26], [2.73, -2.53, 0.14], [1.02, -0.40, 1.25], [-0.29, 1.71, 0.96], [0.26, 1.93, -2.89], [0.74, 0.59, -2.94], [1.91, 0.49, -2.11], [0.41, -0.20, -3.59], [2.12, 1.79, -1.52], [1.10, 2.65, -1.99], [0.99, 3.69, -1.71], [-0.58, 2.34, -3.43], [2.67, -0.33, -2.07], [3.03, 2.01, -0.95], [-0.11, -1.15, -0.81], [-2.02, -0.92, -0.23], [-2.44, -1.27, 1.05], [-3.61, -0.67, 1.57], [-4.43, 0.09, 0.72], [-4.14, 0.19, -0.65], [-2.95, -0.40, -1.15], [-1.87, -1.93, 1.67], [-3.89, -0.80, 2.62], [-5.36, 0.57, 1.12], [-4.83, 0.70, -1.33], [-2.76, -0.41, -2.21]],
  "e_lumo_ev": [-0.6, -1.5],
  "e_tot_ha": -3558.42256,
  "homo_lumo_gap_ha": [0.2433, 0.2253],
  "spin_multiplicity": 4,
  "s2": 3.782,
  "molar_mass_g_mol": 507.92,
  "charge": 0
}

{
  "formula": "C16H15CoF10N2O4SeTe2",
  "method": "ωB97M-V/def2-TZVPD",
  "symbols": ["Co", "F", "Te", "F", "F", "F", "F", "O", "C", "C", "C", "C", "C", "C", "C", "C", "C", "C", "O", "O", "H", "H", "H", "H", "H", "H", "H", "H", "H", "H", "H", "F", "Te", "F", "F", "F", "F", "O", "Se", "N", "C", "C", "C", "C", "C", "C", "N", "H", "H", "H", "H"],
  "xyz": [[-1.34, 0.54, -0.49], [-5.07, -0.09, -2.18], [-4.21, 1.06, -1.00], [-3.54, 1.39, -3.19], [-5.13, 2.53, -1.60], [-5.65, 0.55, 0.06], [-3.88, 2.08, 0.58], [-3.01, -0.23, -0.42], [5.73, -3.14, -0.76], [4.43, -2.40, -0.70], [3.73, -2.11, -1.87], [2.51, -1.43, -1.84], [1.77, -1.12, -3.11], [2.01, -1.07, -0.58], [2.68, -1.36, 0.61], [2.11, -0.95, 1.94], [3.89, -2.01, 0.52], [0.71, -0.37, -0.51], [0.49, 0.78, -1.00], [-0.32, -0.89, 0.08], [6.11, -3.20, -1.78], [5.61, -4.16, -0.39], [6.49, -2.66, -0.14], [4.14, -2.40, -2.82], [2.32, -1.50, -3.97], [1.62, -0.05, -3.23], [0.78, -1.59, -3.11], [1.91, 0.13, 1.97], [2.81, -1.18, 2.74], [1.17, -1.46, 2.15], [4.44, -2.23, 1.43], [-0.69, 3.53, -2.30], [-1.68, 2.13, -3.12], [-2.62, 3.62, -3.72], [-1.80, 1.64, -4.91], [0.11, 1.73, -3.52], [-1.54, 0.23, -2.60], [-2.36, 2.10, -1.28], [-0.93, 3.26, 1.12], [-1.16, 1.48, 1.09], [-1.58, 1.07, 2.29], [-1.96, -0.25, 2.65], [-2.35, -0.46, 3.93], [-2.39, 0.59, 4.91], [-2.04, 1.86, 4.60], [-1.63, 2.13, 3.26], [-1.30, 3.33, 2.82], [-1.95, -1.05, 1.93], [-2.66, -1.45, 4.24], [-2.72, 0.35, 5.92], [-2.07, 2.67, 5.31]],
  "e_lumo_ev": -2.1,
  "e_tot_ha": -6348.05592,
  "homo_lumo_gap_ha": 0.2786,
  "e_above_lowest_kj_mol": 61.0,
  "molar_mass_g_mol": 882.38,
  "charge": 0
}

{
  "formula": "C16H15ErF5NO2S2",
  "method": "ωB97M-V/def2-TZVPD",
  "symbols": ["Er", "F", "C", "C", "F", "C", "F", "C", "S", "C", "F", "C", "F", "C", "S", "O", "C", "C", "C", "C", "C", "C", "H", "H", "H", "H", "H", "H", "H", "H", "C", "N", "C", "C", "O", "H", "H", "H", "H", "H", "H", "H"],
  "xyz": [[10.47, 10.19, 6.94], [17.17, 10.12, 7.91], [15.80, 10.09, 8.16], [14.93, 9.67, 7.15], [15.45, 9.39, 5.92], [13.57, 9.54, 7.45], [12.72, 9.33, 6.40], [13.06, 9.85, 8.71], [11.45, 9.31, 9.27], [13.90, 10.48, 9.65], [13.42, 10.89, 10.83], [15.31, 10.56, 9.40], [16.18, 11.07, 10.30], [11.19, 14.27, 7.16], [10.37, 13.24, 5.89], [11.25, 11.81, 5.80], [8.98, 12.63, 6.84], [9.15, 11.88, 8.04], [8.01, 11.25, 8.59], [6.81, 11.18, 7.90], [6.67, 11.98, 6.75], [7.74, 12.66, 6.23], [11.73, 13.62, 7.84], [10.43, 14.74, 7.78], [11.89, 14.97, 6.71], [10.13, 11.99, 8.64], [8.07, 10.76, 9.56], [6.00, 10.51, 8.26], [5.65, 12.08, 6.24], [7.58, 13.28, 5.33], [8.98, 6.56, 7.29], [8.37, 6.85, 6.03], [7.62, 5.78, 5.35], [8.47, 8.05, 5.49], [9.01, 9.06, 6.05], [8.19, 6.27, 8.00], [9.52, 7.42, 7.71], [9.69, 5.75, 7.12], [8.30, 4.93, 5.40], [7.37, 6.06, 4.29], [6.72, 5.55, 5.91], [8.04, 8.21, 4.49]],
  "e_lumo_ev": [-7.5, -7.5],
  "e_tot_ha": -3134.12048,
  "homo_lumo_gap_ha": [0.2403, 0.2410],
  "spin_multiplicity": 4,
  "s2": 3.753,
  "e_above_lowest_kj_mol": 0.0,
  "molar_mass_g_mol": 579.69,
  "charge": 2
}

{
  "formula": "C16H15MgN8O7P2S2",
  "method": "ωB97M-V/def2-TZVPD",
  "symbols": ["Mg", "N", "C", "N", "C", "N", "N", "C", "N", "C", "C", "C", "C", "C", "N", "H", "H", "H", "H", "H", "H", "H", "H", "O", "P", "O", "O", "O", "P", "O", "O", "O", "H", "H", "S", "C", "N", "S", "C", "N", "C", "C", "C", "C", "C", "C", "H", "H", "H", "H", "H"],
  "xyz": [[-1.26, 0.05, -1.24], [-1.01, 0.81, 2.02], [-0.07, 1.47, 1.36], [0.70, 2.34, 2.04], [1.61, 2.96, 1.31], [2.45, 3.81, 1.96], [1.79, 2.84, -0.01], [0.99, 1.96, -0.58], [0.07, 1.23, 0.03], [1.12, 1.78, -2.06], [2.13, 2.42, -2.77], [2.21, 2.20, -4.13], [1.29, 1.37, -4.74], [0.31, 0.77, -3.95], [0.24, 0.98, -2.65], [-1.14, 1.03, 2.99], [-1.66, 0.19, 1.54], [2.20, 4.07, 2.90], [2.99, 4.44, 1.40], [2.83, 3.05, -2.24], [2.99, 2.68, -4.72], [1.32, 1.17, -5.80], [-0.43, 0.10, -4.37], [-4.12, -2.09, -1.31], [-4.08, -0.83, -0.27], [-5.07, -1.05, 0.79], [-2.61, -0.64, 0.05], [-4.50, 0.37, -1.27], [-3.53, 1.10, -2.36], [-2.70, -0.24, -2.93], [-4.34, 1.76, -3.39], [-2.40, 1.76, -1.61], [-4.89, -2.64, -1.13], [-3.25, -1.05, -2.89], [2.54, -2.67, -1.66], [1.00, -2.07, -1.63], [-0.08, -1.65, -1.60], [-0.93, -3.90, 3.11], [-1.15, -2.92, 1.69], [-0.24, -2.07, 1.42], [0.77, -2.14, 2.37], [1.92, -1.35, 2.36], [2.84, -1.51, 3.37], [2.63, -2.45, 4.40], [1.50, -3.24, 4.42], [0.57, -3.08, 3.39], [-2.04, -3.03, 1.08], [2.08, -0.66, 1.54], [3.74, -0.92, 3.37], [3.36, -2.55, 5.18], [1.34, -3.96, 5.20]],
  "e_lumo_ev": 2.1,
  "e_tot_ha": -3263.32947,
  "homo_lumo_gap_ha": 0.2633,
  "e_above_lowest_kj_mol": 28.1,
  "molar_mass_g_mol": 581.73,
  "charge": -1
}

{
  "formula": "C16H15N3O2",
  "method": "ωB97M-V/def2-TZVPD",
  "symbols": ["C", "C", "C", "C", "O", "C", "C", "C", "C", "N", "C", "C", "C", "C", "C", "N", "C", "N", "O", "C", "C", "H", "H", "H", "H", "H", "H", "H", "H", "H", "H", "H", "H", "H", "H", "H"],
  "xyz": [[-4.35, -2.62, -0.49], [-5.34, -1.66, -0.46], [-5.04, -0.36, -0.13], [-3.74, 0.01, 0.18], [-3.57, 1.32, 0.52], [-2.27, 1.82, 0.74], [-1.51, 2.07, -0.57], [-0.10, 2.60, -0.34], [0.86, 1.54, 0.05], [2.08, 1.42, -0.37], [2.53, 0.30, 0.27], [3.87, -0.23, 0.11], [4.27, -1.39, 0.78], [5.56, -1.84, 0.59], [6.40, -1.12, -0.26], [6.02, -0.03, -0.89], [4.79, 0.41, -0.72], [1.61, -0.24, 1.04], [0.52, 0.57, 0.90], [-2.73, -0.96, 0.16], [-3.05, -2.26, -0.18], [-4.58, -3.65, -0.76], [-6.36, -1.93, -0.70], [-5.81, 0.40, -0.10], [-2.42, 2.77, 1.27], [-1.70, 1.16, 1.40], [-1.48, 1.15, -1.15], [-2.08, 2.81, -1.15], [0.29, 3.07, -1.24], [-0.11, 3.36, 0.45], [3.58, -1.90, 1.43], [5.92, -2.73, 1.09], [7.42, -1.44, -0.44], [4.51, 1.31, -1.25], [-1.71, -0.72, 0.40], [-2.26, -3.00, -0.20]],
  "e_lumo_ev": 0.3,
  "e_tot_ha": -933.42130,
  "homo_lumo_gap_ha": 0.3243,
  "e_above_lowest_kj_mol": 179.4,
  "molar_mass_g_mol": 281.31,
  "charge": 0
}